79
Properties=species:S:1:pos:R:3:lowdin_charge:R:1 method="wB97M-V/def2-TZVPD" orbital_gap_ev=8.24 de_lowest_kcal_mol=0.00 multiplicity=1
Zn 0.33980 0.18364 -2.65652 0.969
C -0.22653 0.07713 -0.12724 -0.831
O -0.85546 -0.62509 -1.00495 -0.119
O -0.38677 0.00848 1.12779 -0.078
O 0.58865 0.89762 -0.71262 -0.155
C 4.35637 2.41228 -0.74069 -0.662
O 4.32632 2.24895 -1.97188 -0.024
N 5.53532 2.50954 -0.09711 0.159
N 3.25663 2.27431 0.05696 0.185
H 5.58260 2.77113 0.87211 0.103
H 6.37081 2.58118 -0.64846 0.108
H 2.45784 1.79811 -0.32344 0.056
H 3.38403 2.35761 1.04706 0.091
C -2.27669 1.84314 -2.94946 -0.585
O -1.16638 1.29152 -3.09425 -0.041
N -2.80974 1.93938 -1.72686 0.234
N -3.01811 2.32464 -3.97303 0.203
H -2.37311 1.41215 -0.98745 0.106
H -3.73747 2.29376 -1.58554 0.123
H -2.54889 2.69520 -4.77919 0.121
H -3.97008 2.56423 -3.77316 0.113
C -3.27706 -1.11806 2.96397 -0.683
O -4.34381 -1.33298 3.54758 -0.004
N -3.06530 0.04240 2.26356 0.141
N -2.18655 -1.92410 3.04883 0.175
H -2.15176 0.07750 1.81233 0.041
H -3.94168 0.51964 2.13651 0.108
H -2.31644 -2.81106 3.49994 0.110
H -1.44136 -1.73696 2.40057 0.051
C 2.65000 -1.39858 2.67670 -0.694
O 3.64192 -1.90335 3.20583 0.006
N 1.38625 -1.54361 3.09853 0.170
N 2.69873 -0.66964 1.52240 0.168
H 0.67483 -1.00820 2.62961 0.039
H 1.20936 -1.98492 3.98160 0.116
H 3.58689 -0.60906 1.06413 0.099
H 1.78532 -0.36133 1.22679 0.045
C -0.30448 4.44645 0.13649 -0.681
O -0.75939 5.58876 0.09665 0.006
N -0.32835 3.67418 1.25182 0.177
N 0.20323 3.80351 -0.95426 0.159
H 0.03065 2.73939 1.31506 0.057
H -0.64018 4.11759 2.09976 0.103
H 0.35129 2.81440 -0.80334 0.032
H 0.06563 4.11272 -1.89529 0.098
C 3.18275 -1.31661 -2.59445 -0.567
O 2.11978 -0.66635 -2.50396 -0.026
N 4.39003 -0.77629 -2.32422 0.206
N 3.20417 -2.66592 -2.79409 0.187
H 5.17112 -1.32087 -2.64624 0.110
H 4.62437 0.19116 -2.12150 0.084
H 3.98511 -2.96097 -3.34870 0.111
H 2.26150 -3.05405 -2.76378 0.073
C -4.35903 -1.76086 -2.31695 -0.690
O -3.84302 -1.41419 -3.40110 -0.027
N -5.64351 -2.13559 -2.27863 0.153
N -3.68537 -1.77014 -1.15061 0.183
H -6.20880 -2.05385 -3.10117 0.107
H -6.04951 -2.50686 -1.43836 0.101
H -4.08788 -2.22862 -0.35272 0.106
H -2.74850 -1.40937 -1.09184 0.052
C 0.14959 2.33744 4.12933 -0.694
O 0.44856 3.34969 4.75875 0.014
N 1.03871 1.59313 3.41442 0.158
N -1.13109 1.89880 3.96959 0.169
H 0.66620 1.04949 2.64733 0.032
H 1.95376 1.97831 3.26516 0.100
H -1.31171 1.33336 3.16326 0.044
H -1.83984 2.40449 4.46728 0.111
C 0.28107 -3.62058 0.02620 -0.221
C 0.52378 -4.41288 -1.22405 -0.209
O 0.52639 -3.52495 -2.34352 -0.102
O -1.08956 -3.23225 0.18010 -0.087
H 0.75960 -2.64072 -0.05772 0.110
H 0.63149 -4.14594 0.91578 0.125
H -0.23598 -5.18384 -1.37728 0.130
H 1.52411 -4.85564 -1.18038 0.122
H -0.36529 -3.55894 -2.70574 0.105
H -1.19988 -2.31322 -0.09807 0.015